The following is a quantum chemistry calculation of 7 unconnected molecules or ions with the total composition C31H66Cl13N2P2S2, from the Open Molecules 2025 dataset.

XYZ file:
```
116
Properties=species:S:1:pos:R:3:forces:R:3:lowdin_charge:R:1
Cl -1.284434 -9.219244 -0.981454 -0.007 0.000 0.002 0.511
Cl -7.758280 -4.270433 -4.557977 0.001 -0.015 0.000 0.514
Cl 0.045103 -7.222487 0.709449 0.080 -0.006 0.060 0.491
Cl 0.548367 5.353163 -3.449833 0.024 0.002 0.060 0.544
Cl 0.618147 5.287400 -0.502674 -0.009 -0.003 -0.017 0.499
Cl -2.978869 -5.647228 -0.222920 -0.031 0.013 -0.252 0.473
Cl 2.861332 -1.295400 -2.488624 -0.055 -0.004 0.011 0.501
Cl -2.808226 2.722986 -8.115603 -0.012 -0.006 0.005 0.518
Cl -6.985629 -4.432662 -1.724990 -0.024 -0.066 0.011 0.472
Cl -5.462811 -1.576863 2.369369 -0.042 0.007 0.094 0.657
Cl -5.468939 -6.269805 1.194216 -0.020 0.040 0.001 0.515
Cl -0.722727 3.855314 -6.390851 0.069 0.054 -0.132 0.510
Cl 5.116637 -0.432414 -4.159418 -0.007 0.011 -0.006 0.525
S -2.555240 -3.620172 3.013215 0.081 0.146 -0.082 0.227
S -5.159051 -1.634615 -1.101507 0.049 0.137 -0.063 0.285
P -2.855866 -2.698432 1.334979 0.010 -0.248 0.507 0.342
P -3.639611 -0.470985 -1.341830 -0.085 -0.051 0.066 0.474
N -0.556963 1.475397 3.468127 -0.229 0.401 -0.094 -0.005
N -2.036047 1.864465 1.536628 0.211 0.225 0.021 0.153
C 8.944301 2.836381 0.572245 -0.007 -0.050 0.071 -0.104
C 0.701265 6.298638 -1.968451 -0.030 0.007 -0.034 -0.974
C 3.981508 -1.682993 1.394954 -0.090 0.281 0.085 -0.213
C 8.512892 2.123786 -0.722217 -0.124 0.082 0.008 -0.255
C -1.262696 2.316890 -2.176008 -0.178 -0.107 -0.127 -0.392
C -0.688517 3.912253 4.211122 0.081 0.041 0.032 -0.066
C -1.739211 -0.465882 2.464585 0.022 0.132 -0.073 -0.273
C -4.233950 -0.300965 2.069281 0.111 0.121 -0.210 -0.636
C 2.019090 -1.295265 2.940159 -0.220 -0.257 -0.061 -0.205
C 2.452199 -1.729819 1.536501 0.422 0.201 0.222 -0.216
C 8.006069 0.685511 -0.519383 -0.009 0.041 0.075 -0.210
C -0.700152 2.419611 4.583038 0.191 0.022 0.009 -0.222
C -1.735351 1.030048 2.809360 -0.060 -0.175 0.310 -0.239
C -2.056011 2.346481 -0.835525 0.188 0.186 0.067 -0.137
C -3.951650 -6.905596 0.556845 0.035 -0.018 0.086 -1.001
C 0.238431 -8.408906 -0.586844 -0.029 -0.007 -0.009 -1.011
C -1.077103 2.842514 -7.805959 0.023 -0.003 0.008 -1.004
C -4.953645 0.865621 1.364048 -0.135 0.017 0.049 -0.301
C -5.510634 1.895538 2.354312 0.005 -0.041 0.144 -0.073
C -2.447461 -0.187650 0.072663 0.064 0.019 0.049 -0.383
C -7.325328 -3.372345 -3.099001 -0.016 -0.004 -0.044 -1.066
C -0.325853 -0.934132 2.065155 0.021 -0.025 -0.001 -0.191
C -0.538700 1.016764 -2.561950 0.021 0.047 -0.040 -0.060
C -2.878547 -0.805750 1.441357 0.087 0.070 0.309 -0.522
C -1.777580 1.234706 0.186203 -0.045 0.034 -0.144 -0.234
C 6.018045 -0.239516 0.821517 0.023 0.102 0.049 -0.215
C 4.490549 -0.311018 0.944694 0.039 -0.172 -0.083 -0.223
C 6.475562 0.561402 -0.395791 0.090 -0.031 0.100 -0.214
C 0.527701 -1.507986 3.205145 -0.047 0.242 0.029 -0.195
C 4.377048 -1.769834 -3.282304 0.033 -0.014 0.031 -1.012
C -2.138358 2.805281 -3.335719 0.110 0.330 0.095 -0.091
H -2.012847 -0.950969 3.405081 0.052 -0.157 -0.065 0.112
H -6.431832 -2.794842 -3.304759 -0.030 -0.022 -0.002 -0.031
H -0.596963 3.292140 -8.666159 -0.019 0.008 -0.001 0.027
H -0.692367 1.849093 -7.611184 0.010 0.006 -0.007 0.025
H -2.221217 3.894599 -3.316480 -0.099 -0.018 0.053 0.071
H -0.378668 -1.686613 1.278278 0.028 0.063 -0.047 0.086
H 6.033781 1.562544 -0.336333 -0.035 -0.047 -0.044 0.113
H 0.195013 1.749653 2.846615 0.147 -0.400 0.091 0.132
H 6.433609 -1.252093 0.772716 -0.004 0.021 -0.039 0.115
H -4.173239 -7.661465 -0.186151 0.000 0.013 -0.007 0.021
H 2.074846 -2.736973 1.337975 -0.030 0.031 -0.028 0.120
H 4.136311 0.446115 1.652912 -0.009 0.052 -0.107 0.110
H -0.193405 0.409276 -1.721439 -0.018 0.012 0.006 0.061
H 8.219493 3.585580 0.894084 -0.009 -0.032 0.006 0.064
H 2.030952 -1.043857 0.792940 -0.098 -0.219 -0.102 0.088
H 0.232039 -0.094681 1.634184 -0.055 -0.027 -0.073 0.097
H -6.445397 2.326097 1.999741 0.079 0.079 -0.054 0.085
H -5.769888 0.451178 0.777307 0.047 -0.047 -0.038 0.069
H -5.723022 1.425139 3.316604 -0.059 -0.011 -0.056 0.084
H 6.069839 0.088963 -1.296565 -0.065 0.134 -0.006 0.078
H -4.306118 1.355975 0.629058 -0.092 -0.043 -0.012 0.065
H 4.152206 -2.564557 -3.982702 -0.003 0.010 -0.002 0.026
H -3.962906 0.817634 -1.772250 0.082 0.104 -0.116 -0.021
H 2.588478 -1.882018 3.665391 -0.007 0.095 0.054 0.117
H -4.823184 2.727360 2.552424 -0.001 -0.036 -0.002 0.068
H 1.664006 6.794123 -1.971398 0.007 -0.023 0.021 0.031
H 0.273203 4.367219 4.448145 0.006 -0.020 -0.048 0.076
H -2.739232 -0.910789 -2.317632 0.061 0.146 -0.124 -0.010
H -1.138933 0.395242 -3.225351 -0.130 -0.110 0.101 0.068
H -1.444938 4.477245 4.755353 -0.025 -0.025 -0.050 0.077
H 0.247565 -1.019047 4.140149 0.032 -0.047 0.018 0.108
H -2.568127 1.253679 3.474573 -0.024 0.016 -0.066 0.145
H -1.606804 2.152203 5.127820 -0.008 -0.006 -0.080 0.116
H 0.355225 1.275055 -3.131835 -0.017 -0.011 0.005 0.088
H -1.408592 2.668170 1.596923 -0.123 0.032 -0.023 0.145
H -3.126135 2.497749 -0.988739 -0.043 -0.166 -0.099 0.098
H 0.125148 2.215514 5.265759 -0.059 0.017 0.046 0.117
H 7.708225 2.703751 -1.183789 0.114 -0.015 -0.146 0.095
H 5.064005 -2.101430 -2.512322 -0.002 0.010 0.000 0.021
H -1.828578 -2.860922 0.386400 -0.103 -0.025 -0.182 -0.006
H 0.947010 -9.160026 -0.260498 -0.009 0.000 0.002 0.025
H 9.902954 3.342966 0.457914 -0.050 0.039 -0.038 0.066
H 8.457771 0.281536 0.392171 0.078 -0.032 -0.080 0.099
H 9.335273 2.128074 -1.438487 0.039 -0.041 0.068 0.098
H -1.618447 -0.829091 -0.238837 -0.002 0.059 -0.085 0.074
H -0.489997 3.075202 -2.060887 0.134 -0.086 0.101 0.059
H -3.370194 -7.309178 1.377321 -0.002 0.007 0.000 0.025
H -0.114375 7.009477 -1.924969 0.005 -0.004 0.007 0.030
H 4.418774 -1.893382 2.376702 0.111 -0.222 -0.118 0.113
H -3.999946 -3.040164 0.623149 0.083 0.036 -0.044 -0.119
H -1.673710 2.565596 -4.291888 -0.147 -0.094 0.090 0.023
H -1.724709 3.269956 -0.342711 -0.082 0.020 -0.041 0.096
H -4.003392 0.001346 3.087591 0.001 0.000 -0.024 0.074
H 4.338121 -2.446725 0.698700 -0.019 0.021 0.013 0.109
H -0.844166 4.075967 3.139727 -0.127 0.004 0.052 0.052
H 0.585555 -7.892296 -1.473105 -0.003 -0.003 0.003 0.024
H 8.362932 0.060307 -1.340071 -0.057 -0.036 0.018 0.104
H -0.696664 1.097136 0.168517 -0.028 -0.179 0.135 0.136
H -8.157426 -2.730984 -2.834492 -0.003 -0.006 0.000 0.026
H 0.309702 -2.570542 3.321292 -0.045 0.010 -0.041 0.094
H 4.054103 -0.071855 -0.032816 -0.077 -0.024 0.090 0.077
H 2.275971 -0.242072 3.107722 0.027 -0.026 -0.044 0.109
H 9.060447 2.125597 1.393289 0.021 0.013 -0.019 0.064
H 6.448303 0.223524 1.715011 0.003 -0.104 0.032 0.115
H -3.155784 2.408660 -3.303546 0.082 -0.206 -0.075 0.072
H -2.980454 2.258186 1.565576 -0.010 -0.198 0.024 0.136
```
Positions in Å, forces in eV/Å.

Calculated values
- Frontier orbital gap: 8.225 eV
- Total charge: +1
- Multiplicity: 1

=====

The following is a quantum chemistry calculation of 6 unconnected molecules or ions with the total composition C31H67FNO11PS, from the Open Molecules 2025 dataset.

XYZ file:
```
113
Properties=species:S:1:pos:R:3:forces:R:3:lowdin_charge:R:1
S -0.316815 -1.012277 2.078366 2.931 2.249 -0.792 0.684
P -2.573597 -4.219123 0.359441 0.219 -2.285 -2.608 0.559
F 0.077119 -1.783291 3.491676 -1.024 0.531 -1.756 -0.188
O 0.871915 -1.110967 1.251901 -1.758 -1.313 1.111 -0.266
O -2.618102 -3.263217 -1.011224 -0.615 -0.479 2.087 -0.171
O -0.633337 0.352312 2.422046 -0.971 -1.916 0.170 -0.240
O -4.134926 -4.505042 0.836231 1.397 1.737 -0.483 -0.156
O 2.012151 -1.341085 9.855848 -0.193 0.185 -0.148 -0.175
O -3.877156 -0.006064 3.531650 -0.004 -0.983 0.508 -0.125
O 0.769036 5.010339 -4.329970 -0.264 0.086 0.087 -0.157
O -0.584690 -1.639263 -4.510261 -0.002 -0.267 -0.081 -0.158
O 4.659325 3.357236 -1.508025 0.076 0.086 -0.279 -0.169
O -2.118407 -0.515703 -8.995542 0.025 0.170 0.236 -0.171
O -1.975582 -5.519230 -0.050556 -0.418 1.159 1.204 -0.294
N -1.597891 -1.852447 1.378009 -0.226 -0.138 1.702 -0.244
C -3.448178 -2.459164 -9.703281 0.119 -0.091 0.036 -0.080
C 4.948334 4.538346 0.629544 0.103 -0.110 0.049 -0.080
C -0.828049 1.241719 6.409341 -1.610 -1.528 -0.035 -0.060
C -0.998491 0.510668 -5.621821 0.056 0.143 0.037 -0.077
C 2.698715 -1.375182 11.096572 0.118 -0.044 0.046 -0.281
C 4.099429 4.298958 -0.607660 -0.011 -0.019 0.123 -0.288
C -1.524401 -3.320426 1.622052 0.809 0.159 -0.665 -0.201
C -0.844054 -1.069573 -9.293226 -0.032 -0.040 -0.136 -0.279
C 1.973080 2.902655 -4.718215 0.109 0.052 0.065 -0.078
C -2.022296 1.213465 5.578655 0.326 -1.843 2.022 -0.027
C -3.007699 0.162002 5.853049 -0.052 -0.421 0.004 -0.191
C -3.315505 -1.280427 3.243808 -0.722 -1.702 -1.194 -0.350
C -2.882270 -0.846614 6.891327 2.344 1.983 -0.256 -0.036
C -2.920573 -1.251003 1.698916 -0.390 1.793 1.240 -0.131
C 1.908076 5.782224 -3.986403 0.136 -0.031 -0.043 -0.278
C 4.868876 2.046930 -1.002542 -0.127 -0.055 0.098 -0.276
C 0.985729 3.938065 -5.231941 0.104 -0.114 -0.003 -0.277
C -1.659538 -0.796276 7.724369 -0.648 1.200 -1.818 -0.069
C -0.646996 0.224921 7.464348 -1.490 0.054 -0.991 -0.073
C -4.352321 -2.480981 3.449983 0.854 0.557 1.227 -0.037
C 1.758145 -3.774579 9.610416 -0.005 -0.037 0.101 -0.079
C 3.594987 1.367354 -0.528242 -0.064 0.050 0.032 -0.074
C 2.200890 -2.457175 8.996886 0.024 -0.094 0.083 -0.279
C 0.114744 -1.107303 -3.395036 0.006 0.129 0.097 -0.268
C -3.203155 -0.962144 -9.792018 -0.013 -0.115 -0.056 -0.280
C -1.563513 -0.797595 -5.101239 0.037 0.075 0.004 -0.272
C 2.572386 6.451054 -5.177888 0.003 -0.019 -0.116 -0.079
C 4.209561 -1.450428 10.954653 0.058 -0.062 -0.138 -0.080
C -4.268333 0.129172 4.902459 0.552 1.547 1.223 -0.169
C -0.379578 -0.790312 -10.712419 -0.051 0.024 -0.098 -0.079
C -0.783058 -0.747895 -2.224403 -0.182 0.040 -0.022 -0.069
H -4.579937 -2.538244 4.555031 -0.032 -0.032 -1.204 0.074
H 0.817949 -1.879529 -3.076118 -0.083 -0.068 -0.173 0.121
H -4.690009 -3.716393 0.657503 0.191 -0.596 0.230 0.072
H 1.858903 7.088492 -5.705322 0.025 -0.006 0.056 0.081
H 4.492568 5.303834 1.260587 0.008 -0.014 -0.047 0.077
H 1.881125 -4.587483 8.891240 -0.015 0.062 0.018 0.078
H -1.989712 -1.357445 -5.936294 0.130 -0.104 0.065 0.112
H 0.015131 3.460319 -5.381014 -0.037 0.174 0.102 0.106
H 3.133399 1.897992 0.305783 0.036 -0.067 0.044 0.068
H 2.624071 5.167247 -3.430318 0.082 0.001 -0.060 0.096
H 3.243711 -2.508343 8.667042 0.022 -0.063 0.036 0.107
H 5.295876 1.465696 -1.822107 0.002 0.200 -0.072 0.118
H -2.596865 -3.034630 -10.071615 -0.057 0.012 -0.069 0.066
H -2.417743 -1.554682 3.861725 -0.615 0.704 -0.310 0.134
H -3.671429 -1.629087 7.031048 0.892 0.885 -0.109 0.105
H -0.204199 0.321862 -6.347772 -0.062 -0.007 0.004 0.073
H 4.008192 5.237172 -1.159457 0.058 -0.138 -0.141 0.111
H -2.857975 -0.158067 1.427274 -0.142 -1.219 0.105 0.139
H 5.058912 3.633338 1.229781 -0.080 0.044 0.031 0.066
H 2.861296 1.323538 -1.336796 0.052 -0.023 0.013 0.072
H 1.602577 -2.265197 8.103753 -0.007 0.190 0.101 0.110
H -1.782061 1.096624 -6.107381 0.039 -0.080 -0.022 0.085
H -1.540933 -1.573414 8.510307 0.154 0.837 -0.608 0.091
H -1.498167 0.036014 -2.484443 0.085 0.067 0.013 0.072
H 3.412106 7.066590 -4.847152 -0.056 -0.031 0.005 0.077
H 5.622999 2.064299 -0.208497 -0.039 -0.013 0.063 0.106
H -1.041012 -1.238597 -11.455449 0.054 -0.064 0.009 0.065
H -2.383877 -0.617006 -4.397812 0.014 0.087 0.037 0.107
H -1.356522 -1.618782 -1.900999 0.143 0.120 -0.003 0.048
H -0.056067 2.015249 6.199692 -0.611 -0.792 0.396 0.099
H 3.809246 0.348988 -0.196584 -0.017 0.053 -0.031 0.080
H -3.835756 -3.450074 3.214440 -0.747 0.916 -0.043 0.068
H -1.708875 -3.633033 2.681797 -0.215 0.252 -0.936 0.112
H -5.056632 -0.588543 5.243444 0.817 0.306 -0.401 0.115
H -5.300868 -2.327215 2.877923 0.832 -0.196 0.379 0.097
H 0.622107 -1.196546 -10.869853 -0.048 0.028 0.036 0.078
H -3.769117 -1.708978 1.129754 1.177 0.191 0.080 0.118
H 4.527303 -2.366308 10.452802 0.001 -0.018 0.092 0.065
H -4.088805 -0.437336 -9.427866 0.162 0.089 0.097 0.118
H 2.955430 5.723264 -5.894797 0.072 0.007 0.052 0.065
H 1.641384 2.500373 -3.757475 -0.017 0.006 -0.049 0.074
H 0.291302 0.247977 8.066257 -0.954 -0.093 -0.481 0.090
H 1.294442 4.320573 -6.210883 0.079 -0.017 -0.004 0.107
H 3.081271 4.001970 -0.334239 0.009 -0.018 0.082 0.108
H -0.574350 1.119648 -4.821240 -0.063 0.011 0.020 0.052
H -2.789748 -3.854205 -1.771872 0.228 0.155 0.457 0.098
H 5.951142 4.867529 0.347255 -0.067 0.027 -0.008 0.082
H -0.138586 -0.615616 -8.594933 -0.194 0.057 0.073 0.107
H 2.336996 -4.027062 10.500118 0.043 -0.039 -0.056 0.065
H -3.620069 -2.757680 -8.666443 -0.032 0.039 -0.047 0.080
H 2.065890 2.079033 -5.429447 -0.046 0.025 0.015 0.075
H -0.185475 -0.389267 -1.383119 0.017 -0.048 -0.034 0.069
H 2.438744 -0.451553 11.617619 -0.125 -0.009 -0.170 0.118
H 2.967337 3.327643 -4.568184 -0.002 -0.054 -0.042 0.068
H 4.684835 -1.426163 11.937107 -0.038 0.019 -0.029 0.077
H -0.353543 0.285300 -10.901349 0.026 -0.043 0.039 0.083
H -4.728683 1.157292 4.990332 0.347 -1.088 -0.368 0.137
H 4.580474 -0.609203 10.364605 -0.033 -0.009 0.065 0.082
H 1.562521 6.555091 -3.296780 -0.178 -0.126 -0.022 0.118
H -0.840531 -2.144216 -9.082844 0.009 -0.028 -0.064 0.109
H -3.064471 -0.648538 -10.832181 0.016 -0.072 -0.036 0.106
H 0.707154 -3.725187 9.904813 0.035 0.003 -0.048 0.079
H -4.320933 -2.737000 -10.297395 0.018 0.033 0.032 0.077
H -2.227952 1.933516 4.745943 0.397 -0.782 0.953 0.122
H 0.719695 -0.247260 -3.703303 -0.028 0.057 0.015 0.098
H 2.321761 -2.195731 11.716267 0.060 -0.053 -0.006 0.106
H -0.460934 -3.625484 1.388462 -1.226 0.049 0.006 0.126
```
Positions in Å, forces in eV/Å.

Calculated values
- Frontier orbital gap: 9.303 eV
- SMILES: C[C@@H](CN(CP(=O)(O)O)S(=O)(=O)F)OCc1ccccc1.CCOCC.CCOCC.CCOCC.CCOCC.CCOCC
- Multiplicity: 1